83
Properties=species:S:1:pos:R:3 method="wB97M-V/def2-TZVPD" total_energy_ha=-94860.8872 lumo_ev=-0.49 max_force_ev_per_a=4.449
C -2.581 -0.230 1.294
C -3.478 -0.063 0.019
P -3.397 -1.507 -1.127
C -4.921 -1.383 -2.186
N -2.044 -1.317 -2.334
P -1.233 -2.862 -2.385
O -2.248 -3.880 -2.699
O -0.087 -2.940 -3.498
O -0.689 -3.136 -0.897
S -1.027 -0.038 -2.023
O 0.008 -0.156 -3.016
O -1.701 1.228 -2.151
F -0.311 -0.228 -0.637
H -3.202 -0.540 2.140
H -2.077 0.724 1.466
H -1.850 -1.036 1.136
H -3.344 0.921 -0.453
H -4.521 -0.034 0.413
H -5.700 -0.795 -1.686
H -4.667 -0.832 -3.105
H -5.307 -2.369 -2.457
H -0.386 -2.431 -4.269
H -0.302 -4.026 -0.912
C -2.800 3.765 3.460
Br -1.340 5.026 3.479
Br -3.559 3.570 1.698
Br -2.284 2.074 4.225
H -3.577 4.171 4.093
C 3.627 -0.807 -2.953
Br 3.935 -2.233 -4.210
Br 3.303 -1.477 -1.168
Br 5.057 0.484 -2.976
H 2.725 -0.294 -3.264
C 1.763 3.756 -1.647
Br 1.686 5.185 -2.940
Br 0.577 2.299 -2.101
Br 3.557 3.100 -1.375
H 1.424 4.170 -0.706
C 5.798 0.876 0.936
Br 4.966 1.275 2.630
Br 6.826 2.373 0.281
Br 6.845 -0.741 1.020
H 5.000 0.701 0.224
C 6.119 -4.303 -1.066
Br 5.431 -5.182 -2.636
Br 6.394 -5.541 0.386
Br 7.717 -3.293 -1.450
H 5.368 -3.593 -0.742
C -5.124 6.490 5.751
Br -3.651 7.730 5.752
Br -5.887 6.293 3.988
Br -4.628 4.785 6.511
H -5.894 6.906 6.385
C 10.603 -2.736 1.002
Br 9.768 -2.323 2.690
Br 11.634 -1.250 0.333
Br 11.653 -4.348 1.102
H 9.808 -2.917 0.293
C -7.839 1.032 1.957
Br -6.524 0.156 0.837
Br -7.115 2.601 2.813
Br -9.448 1.432 0.975
H -8.109 0.335 2.740
C -3.085 -5.246 -6.064
Br -2.265 -3.503 -6.096
Br -5.008 -5.122 -6.045
Br -2.451 -6.356 -7.506
H -2.786 -5.718 -5.137
C -0.968 7.630 1.099
Br -0.176 9.381 1.263
Br -2.893 7.719 1.025
Br -0.239 6.655 -0.398
H -0.711 7.079 1.993
C 15.248 -4.115 3.794
Br 16.139 -5.825 3.842
Br 15.302 -3.331 2.033
Br 13.446 -4.232 4.474
H 15.793 -3.453 4.452
C -12.922 -0.896 0.033
Br -11.482 -1.854 -0.819
Br -12.764 -0.929 1.955
Br -13.076 0.905 -0.639
H -13.840 -1.409 -0.219